No. 1
{
  "formula": "C12H27I2O8P3",
  "method": "ωB97M-V with the def2-TZVPD basis set",
  "lumo_energy_ev": 0.187,
  "homo_lumo_gap_ev": 8.8,
  "symbols": ["C", "C", "C", "P", "C", "I", "C", "C", "I", "H", "H", "H", "H", "H", "H", "H", "H", "H", "C", "O", "P", "O", "O", "C", "O", "C", "H", "H", "H", "H", "H", "H", "H", "H", "H", "C", "O", "P", "O", "O", "C", "O", "C", "H", "H", "H", "H", "H", "H", "H", "H", "H"],
  "positions_angstrom": [[3.8872, -0.7675, 1.0460], [3.6874, -1.9637, 0.5108], [3.6012, -3.2627, 1.2867], [2.7153, -3.2186, 2.9197], [1.1355, -4.0663, 2.5511], [0.9323, -5.9220, 3.4884], [0.1959, -3.5666, 1.7393], [0.3286, -2.2371, 1.0297], [-1.5873, -4.5555, 1.2822], [4.1705, -0.6856, 2.0910], [3.7982, 0.1478, 0.4769], [3.5549, -2.0183, -0.5669], [3.0634, -3.9780, 0.6622], [4.6105, -3.6502, 1.4348], [2.3949, -1.8672, 3.1522], [0.7291, -1.5054, 1.7257], [0.9343, -2.3438, 0.1311], [-0.6713, -1.9036, 0.7563], [-0.7488, 0.3641, -4.9727], [-1.5565, 0.6806, -3.8261], [-1.7684, -0.4149, -2.6720], [-3.0811, -1.0510, -2.8269], [-1.6573, 0.6047, -1.4394], [-2.8001, 1.4083, -1.1008], [-0.7012, -1.4091, -2.0564], [-0.5388, -2.7210, -2.6354], [-0.7720, 1.2246, -5.6347], [0.2854, 0.1755, -4.6802], [-1.1491, -0.5037, -5.5007], [-3.7255, 0.9170, -1.3988], [-2.7258, 2.3814, -1.5897], [-2.7921, 1.5472, -0.0222], [-0.6243, -2.7228, -3.7208], [-1.2792, -3.3931, -2.2072], [0.4572, -3.0619, -2.3622], [-0.1921, 3.2519, -0.9110], [-1.0211, 3.7755, 0.1468], [-0.9669, 3.1037, 1.5987], [-2.1308, 2.2251, 1.7796], [-1.0330, 4.4633, 2.4382], [-2.3001, 5.0995, 2.6098], [0.3036, 2.5603, 2.3697], [0.6418, 1.1749, 2.1519], [-0.4112, 3.8248, -1.8075], [0.8650, 3.3735, -0.6680], [-0.4133, 2.1985, -1.0953], [-3.1144, 4.3770, 2.5634], [-2.4401, 5.8625, 1.8428], [-2.2962, 5.5732, 3.5888], [0.4513, 0.8724, 1.1223], [0.0551, 0.5545, 2.8269], [1.6992, 1.0476, 2.3721]],
  "atomic_forces_ev_per_a": [[0.2, -0.2, 0.2], [-0.2, 0.2, 0.0], [-0.1, 0.7, -0.7], [0.9, -1.0, 1.1], [-0.5, 0.5, -0.3], [0.1, 0.0, 0.0], [0.4, 0.0, 0.1], [-0.8, -0.4, 0.5], [-0.1, -0.1, -0.1], [-0.3, 0.2, 0.1], [0.3, 0.0, -0.1], [-0.2, -0.1, 0.0], [0.1, -0.2, 0.1], [-0.1, -0.1, 0.2], [-0.4, 0.1, -0.6], [0.4, 0.1, -0.2], [0.1, 0.2, 0.0], [0.2, 0.2, -0.2], [-0.1, 0.0, -0.1], [1.7, -1.1, -0.4], [-2.7, 1.5, 2.7], [0.3, -0.4, -0.6], [-0.2, -0.5, -0.1], [-0.4, 0.1, 0.1], [1.1, 0.1, -1.7], [0.1, -0.1, 0.2], [-0.1, 0.0, 0.0], [0.0, 0.0, 0.0], [0.0, 0.0, 0.0], [0.1, -0.1, -0.1], [0.0, 0.0, -0.1], [0.0, 0.0, -0.2], [-0.1, 0.1, 0.0], [-0.1, 0.1, 0.0], [0.0, 0.0, 0.0], [0.1, -0.1, -0.2], [1.8, -0.9, -0.1], [-2.6, 1.9, 2.2], [0.3, -0.5, -0.1], [-0.1, -0.3, 0.1], [0.0, 0.2, -0.1], [0.9, -0.2, -1.7], [0.1, -0.1, 0.1], [-0.1, 0.0, 0.0], [0.0, 0.1, 0.0], [0.1, 0.2, 0.0], [0.0, 0.0, 0.0], [0.0, 0.0, 0.0], [0.0, 0.0, 0.0], [0.0, -0.1, 0.0], [-0.1, 0.0, 0.0], [0.0, 0.1, 0.0]]
}

=====

No. 2
{
  "formula": "C12H28AlBeCl2F4MgNO11P2Si",
  "method": "ωB97M-V with the def2-TZVPD basis set",
  "lumo_energy_ev": -5.538,
  "homo_lumo_gap_ev": 1.1,
  "symbols": ["C", "Si", "C", "C", "O", "C", "C", "C", "C", "C", "N", "P", "O", "Cl", "C", "P", "O", "O", "H", "H", "H", "H", "H", "H", "H", "H", "H", "H", "H", "H", "H", "H", "H", "H", "H", "H", "H", "H", "H", "H", "H", "Cl", "C", "O", "H", "H", "H", "H", "F", "Al", "F", "F", "F", "Mg", "C", "O", "O", "O", "H", "Be", "C", "O", "O", "O"],
  "positions_angstrom": [[4.5451, -1.1066, -0.7840], [3.9569, 0.6682, -0.8875], [5.0067, 1.5507, -2.1727], [4.3489, 1.4896, 0.8079], [2.3728, 0.8169, -1.3939], [1.4354, 0.3452, -0.4389], [0.4745, -0.6338, -1.0063], [-0.7151, 0.0153, -1.6777], [-1.2494, -1.0889, -2.6685], [-1.9856, -2.0225, -1.7117], [-2.8925, -1.0809, -0.9940], [-4.3623, -0.9957, -2.1080], [-4.3155, 0.4260, -2.8695], [-5.9200, -0.8440, -0.7816], [-1.9798, 0.1330, -0.7912], [-2.6114, 1.8663, -0.5431], [-4.1086, 1.8231, 0.0520], [-2.5805, 2.6860, -1.9892], [4.3846, -1.4102, 0.2858], [4.0515, -1.7935, -1.4562], [5.6195, -1.1079, -0.9331], [5.9479, 1.8979, -1.7677], [4.4668, 2.4307, -2.5122], [5.1354, 0.8973, -3.0251], [3.4752, 1.8696, 1.3536], [4.8446, 0.7433, 1.4240], [5.0877, 2.2609, 0.6529], [1.9126, -0.1195, 0.4626], [0.8388, 1.2226, -0.0955], [0.2231, -1.3222, -0.1597], [1.0072, -1.1898, -1.7607], [-0.6232, 1.0189, -2.0737], [-0.5210, -1.5333, -3.3264], [-1.8702, -0.5126, -3.3532], [-1.4102, -2.4808, -0.9163], [-2.4558, -2.8756, -2.1802], [-3.2878, -1.3896, -0.1060], [-4.0526, 0.2427, -3.7796], [-1.5663, -0.0480, 0.2010], [-4.4024, 2.7578, 0.0816], [-3.4964, 2.7798, -2.2881], [1.7523, -2.0458, 0.9526], [1.1890, -5.1932, -1.5377], [1.2022, -3.7746, -1.6747], [0.6250, -5.6156, -2.3668], [2.2099, -5.5839, -1.5625], [0.7119, -5.4717, -0.6001], [1.7083, -3.4180, -0.9269], [-1.9872, 2.9509, 2.7750], [-3.3030, 4.0425, 2.9525], [-4.0318, 4.2682, 1.3919], [-2.7259, 5.5209, 3.5415], [-4.4422, 3.3802, 4.0129], [2.0565, 1.2373, 1.9667], [-2.5527, 7.7883, 6.6918], [-3.5142, 7.0999, 7.1135], [-1.8493, 7.2070, 5.6674], [-2.1903, 8.8930, 7.0954], [-2.3928, 6.3942, 5.6147], [4.4502, -2.7501, 1.3965], [0.0662, -7.8696, 1.2131], [-0.4490, -8.7491, 1.8874], [1.2698, -7.8403, 0.8600], [-0.5318, -6.8564, 0.7659]],
  "atomic_forces_ev_per_a": [[-0.3, 0.7, 1.0], [1.1, 0.2, -1.6], [-1.0, 0.1, 0.6], [-0.2, -1.2, -0.6], [0.5, 0.0, 0.9], [-0.1, 2.2, 0.3], [-0.4, 0.4, 0.6], [-1.9, -1.5, -0.8], [0.3, 1.5, 0.4], [0.3, -0.8, -0.1], [-0.5, 0.7, -1.0], [-1.4, -1.1, -1.0], [0.1, 0.1, 0.9], [0.9, 0.4, -0.2], [-0.6, 0.0, 1.5], [3.1, 2.4, 1.4], [-0.1, -0.7, -1.7], [-1.2, -1.0, 0.5], [0.0, 0.4, -1.2], [-0.1, -0.2, -0.1], [0.2, -0.1, -0.1], [0.4, -0.2, 0.0], [-0.1, 0.2, -0.1], [0.3, -0.1, -0.2], [1.6, 1.3, -0.4], [-0.2, -0.2, 0.4], [-0.2, 0.7, 0.1], [0.1, 0.0, -1.0], [-0.1, 0.2, -0.1], [-0.4, 0.7, -1.3], [0.3, -0.5, 0.0], [0.8, -0.1, -0.7], [0.5, -0.5, 0.3], [-0.8, -0.5, -0.1], [0.9, 0.1, -0.2], [-0.7, 0.1, -0.2], [0.4, -0.2, 0.1], [0.0, 0.2, -0.2], [-0.5, 0.1, 0.5], [-0.1, 0.1, 1.0], [0.0, 0.1, -0.6], [1.5, -1.9, 2.3], [0.2, 0.2, 0.1], [0.0, 0.2, -0.1], [0.0, 0.1, 0.0], [-0.1, -0.2, 0.0], [0.0, -0.1, 0.0], [-0.3, 0.0, -0.1], [-0.2, 0.1, -0.2], [-0.1, 0.2, 0.2], [0.2, -0.4, 0.1], [-0.1, -0.4, -0.2], [0.2, 0.0, -0.4], [-1.8, -1.2, 0.7], [0.7, -0.5, -0.9], [-0.1, 0.5, 0.5], [-0.9, 0.0, 1.0], [-0.2, 0.3, 0.4], [0.6, -0.2, -1.0], [-0.5, -0.6, 0.8], [0.0, 0.1, 0.0], [0.0, -0.1, 0.0], [0.0, 0.0, 0.0], [0.0, -0.1, 0.1]]
}

=====

No. 3
{
  "formula": "C12H28ClO3P2W",
  "method": "ωB97M-V with the def2-TZVPD basis set",
  "s2": 2.040,
  "relative_energy_kcal_mol": 54.5,
  "lumo_energy_ev": [-13.600, -13.986],
  "homo_lumo_gap_ev": [5.2, 4.8],
  "charge": 3,
  "multiplicity": 3,
  "symbols": ["C", "C", "H", "H", "H", "O", "Cl", "W", "P", "C", "C", "H", "H", "H", "H", "H", "H", "C", "H", "H", "H", "P", "C", "C", "H", "H", "H", "C", "H", "H", "H", "H", "H", "H", "C", "O", "C", "C", "C", "O", "H", "H", "H", "H", "H", "H", "H"],
  "positions_angstrom": [[0.3500, -0.1654, -6.5208], [0.1563, 0.2593, -5.0941], [1.4279, -0.1945, -6.7202], [-0.1292, 0.5468, -7.2068], [-0.0830, -1.1602, -6.6893], [1.0223, 0.5654, -4.3035], [-1.5546, 0.2843, -4.5926], [-0.2996, -0.0009, -0.1724], [-0.2150, 2.4756, -0.3189], [1.0868, 3.4508, 0.5240], [-0.2226, 2.8788, -2.0859], [-0.3921, 3.9555, -2.2308], [-1.9730, 4.0545, 0.2259], [-1.0091, 2.3083, -2.5966], [-2.6248, 2.4082, -0.0890], [2.0623, 3.1494, 0.1193], [0.7396, 2.5907, -2.5268], [-1.8194, 2.9772, 0.3976], [0.9437, 4.5328, 0.3694], [-1.8371, 2.7687, 1.4781], [1.0760, 3.2326, 1.6017], [-0.0038, -2.4802, 0.0257], [1.3701, -3.2040, 1.0010], [-1.5534, -3.0592, 0.8053], [-0.7671, -2.7311, -2.2498], [-0.0416, -4.2604, -1.6401], [1.0080, -2.8814, -2.1162], [0.0513, -3.1645, -1.6581], [-2.4081, -2.6244, 0.2665], [-1.5987, -4.1576, 0.7466], [1.3169, -4.3053, 1.0180], [1.3215, -2.8216, 2.0308], [-1.5917, -2.7399, 1.8572], [2.3242, -2.8908, 0.5552], [1.4354, 0.1199, 0.7124], [2.4476, 0.1726, 1.3244], [-0.2642, 1.1161, 3.5862], [-0.8649, -0.1469, 2.9964], [-2.1342, -0.6070, 3.7147], [-1.1752, 0.0329, 1.6177], [-0.9788, 1.9472, 3.5464], [0.6508, 1.4093, 3.0612], [-0.0015, 0.9479, 4.6352], [-0.1196, -0.9613, 3.0951], [-2.8717, 0.1998, 3.7454], [-2.5850, -1.4563, 3.1997], [-1.9013, -0.8999, 4.7428]],
  "atomic_forces_ev_per_a": [[0.3, 0.0, 0.1], [1.8, 0.3, 0.3], [-0.3, 0.0, 0.0], [0.0, -0.2, 0.2], [0.0, 0.3, 0.1], [-1.6, -0.5, -0.7], [-0.2, 0.0, 0.4], [-4.5, 0.1, 5.5], [0.8, 2.3, -0.2], [0.1, -0.6, 0.0], [0.1, -0.3, -0.1], [0.0, -0.2, 0.1], [0.2, -0.3, -0.1], [0.1, 0.2, 0.0], [0.0, 0.3, 0.1], [-0.2, 0.2, 0.1], [-0.1, 0.1, 0.0], [-0.2, -0.6, 0.2], [-0.1, -0.4, -0.1], [0.0, 0.1, -0.4], [-0.1, 0.1, -0.3], [0.9, -2.2, 0.0], [0.0, 0.6, -0.1], [-0.2, 0.6, 0.0], [0.1, -0.2, 0.0], [0.0, 0.3, 0.1], [-0.2, -0.2, 0.0], [0.1, 0.4, -0.1], [0.1, -0.3, 0.2], [0.1, 0.3, -0.1], [-0.2, 0.4, -0.1], [0.0, -0.2, -0.2], [0.1, -0.2, -0.4], [-0.2, -0.2, 0.1], [6.6, 0.3, 3.4], [-5.3, -0.3, -3.2], [-0.1, 0.4, -0.2], [0.4, -0.8, 2.0], [-0.1, 0.3, -0.3], [1.7, 0.0, -5.9], [0.1, -0.2, 0.1], [0.0, 0.0, 0.1], [-0.1, -0.1, -0.2], [-0.1, 0.3, -0.4], [0.1, -0.1, 0.0], [0.0, 0.0, 0.1], [0.1, 0.1, -0.2]]
}

=====

No. 4
{
  "formula": "C12H28CoNO4",
  "method": "ωB97M-V with the def2-TZVPD basis set",
  "s2": 3.757,
  "lumo_energy_ev": [3.129, 3.127],
  "homo_lumo_gap_ev": [7.4, 7.7],
  "charge": -1,
  "multiplicity": 4,
  "symbols": ["Co", "C", "O", "H", "H", "H", "C", "O", "H", "H", "H", "C", "C", "C", "C", "C", "C", "N", "O", "C", "C", "C", "H", "H", "H", "H", "H", "H", "H", "H", "H", "H", "H", "H", "H", "H", "H", "H", "H", "H", "C", "O", "H", "H", "H", "H"],
  "positions_angstrom": [[-1.1147, -0.2780, 1.1977], [-0.0534, 1.3075, 3.3573], [-0.4922, 0.0259, 2.9668], [0.1696, 1.2737, 4.4373], [0.8562, 1.6677, 2.9183], [-0.9100, 2.0409, 3.4136], [-3.8638, -0.5007, 0.0552], [-2.7355, -1.2007, 0.5318], [-3.6439, 0.0447, -0.9020], [-4.7338, -1.2211, -0.2172], [-4.3443, 0.1537, 0.7539], [0.9584, 1.8915, -2.2950], [0.4121, 0.4298, -2.1365], [1.0227, -0.5174, -3.2283], [2.4254, -0.9249, -2.8664], [2.5859, -1.4399, -1.4343], [2.0153, -0.5319, -0.3624], [0.6533, -0.1723, -0.7982], [0.0616, 0.8457, 0.1061], [2.8461, 0.7393, -0.1344], [1.7261, -1.2661, 0.9815], [-1.0442, 0.4703, -2.4872], [0.6799, 2.3763, -1.3417], [0.4464, 2.3538, -3.0810], [2.0704, 1.9352, -2.4195], [0.9879, -0.0188, -4.1980], [0.3505, -1.3994, -3.3735], [3.1011, -0.0120, -3.0010], [2.8514, -1.6685, -3.5060], [3.7192, -1.4856, -1.2892], [2.2535, -2.4649, -1.3304], [2.1934, 1.4440, 0.3405], [3.3710, 1.0989, -1.0706], [3.5766, 0.5324, 0.6308], [1.2698, -0.5893, 1.6899], [2.5717, -1.7165, 1.4869], [0.9795, -2.1140, 0.7470], [-1.1281, 0.7344, -3.5608], [-1.5473, 1.1931, -1.8587], [-1.6451, -0.4804, -2.3677], [-3.4292, -0.5527, 3.7880], [-2.7023, 0.0373, 4.8480], [-3.3126, -0.0307, 2.8360], [-3.1411, -1.6366, 3.5742], [-4.4734, -0.5247, 4.0571], [-1.8399, 0.1508, 4.5419]],
  "atomic_forces_ev_per_a": [[-0.6, 0.0, -1.0], [-1.9, -0.6, 1.8], [0.2, 0.6, 0.2], [0.4, -0.2, 0.1], [0.3, 0.4, -0.9], [0.8, -0.1, -0.9], [0.0, -2.0, -1.4], [0.0, 1.1, 0.2], [-0.2, -0.1, 0.7], [1.3, 0.6, 0.3], [0.0, 0.9, 0.7], [1.1, -1.3, 2.0], [1.6, -1.0, -1.1], [-0.6, -0.4, 0.4], [0.9, 1.5, 0.4], [2.2, 0.2, 0.0], [-1.0, 0.5, 0.4], [-2.1, 1.5, -0.2], [0.3, -1.6, -0.1], [0.9, -0.7, -0.5], [-0.7, -1.1, -1.1], [-1.7, -0.6, 0.0], [0.3, 0.0, -0.5], [-0.6, 0.8, -1.4], [-1.1, 0.0, -0.1], [0.1, 0.3, 0.0], [0.5, 0.4, 0.5], [-0.8, -1.0, 0.2], [0.1, -0.5, -0.7], [-1.3, -0.1, 0.1], [-0.5, -0.2, 0.0], [-0.4, 0.8, -0.3], [-0.7, -0.2, 1.2], [0.8, -0.2, 0.1], [-0.1, 0.2, 0.1], [0.5, -0.1, -0.2], [1.0, 1.2, 0.4], [-0.1, 0.2, 0.5], [-0.2, 0.4, -0.1], [1.1, 0.7, 0.1], [0.5, -1.2, -0.4], [-2.5, -0.4, 0.8], [0.1, 0.1, 0.1], [-0.2, 1.3, 0.4], [-0.4, 0.0, 0.1], [2.6, 0.1, -1.1]]
}